The following is a DFT calculation (ωB97M-V with the def2-TZVPD basis set) of a structure of composition C6H11N.

Structure (XYZ):
```
18
Properties=species:S:1:pos:R:3:mulliken_charge:R:1
C 0.894 1.929 -1.134 -1.06
C 1.079 1.111 0.156 -0.55
C 1.367 -0.372 -0.106 -0.41
C 0.242 -1.261 -0.497 -0.58
C -0.773 -1.520 0.423 -0.17
N -1.376 -0.622 1.313 -0.50
C -1.893 0.040 0.277 -0.26
H 0.943 2.987 -0.878 0.33
H 1.591 1.553 -1.882 0.34
H -0.115 1.689 -1.508 0.25
H 1.843 1.574 0.808 0.38
H 0.223 1.225 0.832 0.33
H 2.109 -0.239 -0.972 0.30
H 2.042 -0.727 0.701 0.33
H 0.533 -1.946 -1.287 0.34
H -0.982 -2.592 0.570 0.37
H -1.821 1.152 0.142 0.24
H -2.770 -0.311 -0.290 0.31
```

## Properties
Total charge: 0
ΔE to the lowest compared entry with this formula, charge and spin, kcal/mol: 112.3
E, a.u.: -289.7928
F_max, eV Å⁻¹: 3.90


The following is a DFT calculation (ωB97M-V with the def2-TZVPD basis set) of the molecule C6H11N.

Structure (XYZ):
```
18
Properties=species:S:1:pos:R:3:mulliken_charge:R:1
C 0.705 -0.861 2.890 -0.86
C 0.691 -0.140 1.776 0.03
C 0.688 -0.700 0.379 -0.83
C -0.175 -0.006 -0.643 0.65
C -1.241 -0.819 -1.256 -1.36
C 0.120 1.270 -0.933 -0.27
N -0.534 2.120 -1.833 -0.56
H 0.839 -0.329 3.823 0.27
H 0.854 -1.922 2.874 0.30
H 0.549 0.943 1.777 0.23
H 1.736 -0.611 0.069 0.31
H 0.460 -1.767 0.450 0.38
H -0.849 -1.790 -1.538 0.33
H -2.080 -1.042 -0.539 0.24
H -1.719 -0.526 -2.185 0.39
H 0.838 1.768 -0.289 0.27
H -1.030 1.663 -2.585 0.24
H 0.146 2.751 -2.237 0.25
```

## Properties
Structure (SMILES): C=CC/C(C)=C/N
Total charge: 0
ΔE to the lowest compared entry with this formula, charge and spin, kcal/mol: 34.0
E, a.u.: -289.9175
F_max, eV Å⁻¹: 1.75


The following is a DFT calculation (ωB97M-V with the def2-TZVPD basis set) of a cluster of 2 separate species, C6H11N in total.

Structure (XYZ):
```
18
Properties=species:S:1:pos:R:3:mulliken_charge:R:1
C -0.017 -1.978 1.085 -0.76
C -1.242 -1.770 0.619 -0.03
C -1.524 -1.306 -0.741 0.02
C -2.752 -1.249 -1.241 -0.84
H 0.831 -1.981 0.409 0.21
H 0.193 -2.132 2.134 0.27
H -2.117 -1.865 1.254 0.23
H -0.659 -1.061 -1.349 0.41
H -2.960 -0.941 -2.255 0.28
H -3.590 -1.536 -0.616 0.23
C 0.541 1.602 -0.266 -0.13
N 1.685 1.190 0.058 -0.26
C 2.685 2.199 0.372 -0.66
H -0.219 0.864 -0.512 0.07
H 0.248 2.654 -0.347 0.21
H 3.091 1.970 1.358 0.22
H 2.297 3.223 0.376 0.31
H 3.509 2.117 -0.338 0.23
```

## Properties
Structure (SMILES): C=CC=C.C=NC
Total charge: 0
ΔE to the lowest compared entry with this formula, charge and spin, kcal/mol: 55.0
E, a.u.: -289.8841
F_max, eV Å⁻¹: 0.73


The following is a DFT calculation (ωB97M-V with the def2-TZVPD basis set) of the molecule C6H11N.

Structure (XYZ):
```
18
Properties=species:S:1:pos:R:3:mulliken_charge:R:1
C 2.296 -0.699 0.848 -1.29
C 1.083 -0.989 -0.032 -0.38
C 0.341 0.264 -0.549 -0.85
C -1.048 0.523 0.089 0.69
C -1.920 1.450 -0.771 -1.52
C -1.731 -0.760 0.316 0.20
N -2.181 -1.810 0.496 -0.50
H 2.652 -1.622 1.318 0.37
H 3.125 -0.278 0.268 0.32
H 2.051 0.008 1.649 0.31
H 1.395 -1.595 -0.890 0.28
H 0.390 -1.627 0.526 0.34
H 0.947 1.165 -0.383 0.40
H 0.193 0.191 -1.633 0.32
H -0.914 0.979 1.079 0.19
H -1.427 2.418 -0.902 0.36
H -2.082 1.011 -1.761 0.37
H -2.898 1.621 -0.310 0.40
```

## Properties
Structure (SMILES): CCC[C@@H](C)C#N
Total charge: 0
ΔE to the lowest compared entry with this formula, charge and spin, kcal/mol: 6.2
E, a.u.: -289.9618
F_max, eV Å⁻¹: 1.06


The following is a DFT calculation (ωB97M-V with the def2-TZVPD basis set) of a cluster of 2 separate species, C6H11N in total.

Structure (XYZ):
```
18
Properties=species:S:1:pos:R:3:lowdin_spin:R:1
C -0.323 -0.096 1.876 0.05
C -1.072 -0.526 -0.947 0.78
C 0.277 -0.357 -0.875 0.71
C -1.201 0.992 2.349 0.01
C 0.822 1.011 -1.190 0.09
C 1.278 -1.484 -0.956 0.08
N 0.375 -0.980 1.642 0.05
H -1.701 0.317 -1.039 0.06
H -1.720 -1.399 -0.757 0.05
H -1.310 1.833 1.599 0.00
H -0.758 1.417 3.253 0.00
H -2.135 0.489 2.477 0.00
H 0.233 1.805 -0.701 0.01
H 0.587 1.004 -2.304 0.05
H 1.943 1.138 -1.232 0.00
H 0.797 -2.516 -1.055 0.00
H 2.071 -1.250 -0.266 0.02
H 1.837 -1.398 -1.874 0.03
```

## Properties
2S+1: 3
<S²>: 2.0056
Total charge: 0
ΔE to the lowest compared entry with this formula, charge and spin, kcal/mol: 21.3
E, a.u.: -289.7534
F_max, eV Å⁻¹: 7.81


The following is a DFT calculation (ωB97M-V with the def2-TZVPD basis set) of the ion C6H11N with charge +1.

Structure (XYZ):
```
18
Properties=species:S:1:pos:R:3:lowdin_spin:R:1
C 1.683 1.782 0.880 0.02
N 1.627 1.030 -0.361 0.18
C 0.800 -0.009 -0.600 0.09
C 1.245 -0.990 -1.479 0.53
C -2.734 -0.899 0.370 0.01
C -1.312 -1.122 0.047 0.06
C -0.372 -0.162 0.229 0.03
H 0.702 2.126 1.210 0.01
H 2.070 1.100 1.637 0.01
H 2.333 2.637 0.758 0.00
H 1.917 1.503 -1.209 0.00
H 0.895 -2.008 -1.446 0.02
H 2.005 -0.729 -2.204 0.02
H -2.846 0.012 0.949 0.00
H -3.090 -1.738 0.995 0.00
H -3.465 -0.942 -0.439 0.00
H -1.049 -2.054 -0.446 0.00
H -0.412 0.463 1.107 0.00
```

## Properties
2S+1: 2
<S²>: 0.7640
Total charge: +1
ΔE to the lowest compared entry with this formula, charge and spin, kcal/mol: 27.3
E, a.u.: -289.6251
F_max, eV Å⁻¹: 2.12


The following is a DFT calculation (ωB97M-V with the def2-TZVPD basis set) of the ion C6H11N with charge +1.

Structure (XYZ):
```
18
Properties=species:S:1:pos:R:3:lowdin_spin:R:1
C -1.795 -0.921 -0.157 0.02
N -1.076 0.226 -0.305 0.18
C 0.298 0.317 0.105 0.15
C 1.260 -0.579 0.149 0.41
C 1.127 -2.040 0.740 0.06
C 0.063 2.841 -0.553 0.08
C 0.643 1.729 -0.113 0.02
H -2.038 -1.196 0.846 0.01
H -1.273 -1.800 -0.551 0.00
H -2.754 -0.872 -0.630 0.00
H -1.641 1.032 -0.083 0.01
H 2.234 -0.362 -0.307 0.02
H 2.087 -2.440 0.350 0.00
H 0.224 -2.365 0.267 0.02
H 1.041 -2.114 1.887 0.02
H 0.725 3.405 -1.139 0.00
H -0.852 3.378 -0.514 0.00
H 1.729 1.762 0.006 0.00
```

## Properties
2S+1: 2
<S²>: 0.7632
Total charge: +1
ΔE to the lowest compared entry with this formula, charge and spin, kcal/mol: 71.2
E, a.u.: -289.5551
F_max, eV Å⁻¹: 9.77


The following is a DFT calculation (ωB97M-V with the def2-TZVPD basis set) of the ion C6H11N2 with charge +1.

Structure (XYZ):
```
19
Properties=species:S:1:pos:R:3:mulliken_charge:R:1
C -2.124 -0.708 1.061 -1.09
C -2.016 0.544 0.162 -0.32
C -1.017 0.312 -0.938 -0.68
C 0.434 0.179 -0.525 0.47
N 0.822 0.666 0.653 -0.36
C 2.274 0.291 0.708 -0.39
N 2.623 -0.234 -0.573 -0.02
C 1.495 -0.333 -1.317 -0.13
H -2.237 -1.591 0.439 0.29
H -2.885 -0.736 1.824 0.37
H -1.183 -0.834 1.613 0.27
H -1.500 1.364 0.719 0.25
H -3.001 0.873 -0.151 0.36
H -0.568 1.233 -1.368 0.23
H -1.232 -0.428 -1.699 0.43
H 2.455 -0.402 1.550 0.35
H 2.710 1.295 0.798 0.35
H 3.528 -0.254 -1.023 0.28
H 1.424 -1.235 -1.933 0.35
```

## Properties
Structure (SMILES): CCCC1=NC[NH+]=C1
Total charge: +1
ΔE to the lowest compared entry with this formula, charge and spin, kcal/mol: 80.7
E, a.u.: -344.3865
F_max, eV Å⁻¹: 4.38


The following is a DFT calculation (ωB97M-V with the def2-TZVPD basis set) of the ion C6H11N2 with charge +1.

Structure (XYZ):
```
19
Properties=species:S:1:pos:R:3:mulliken_charge:R:1
C -0.963 1.091 -0.918 -0.71
C -1.171 -1.444 -0.213 -0.71
C 1.436 0.761 0.160 -0.90
C 0.043 1.351 0.311 0.20
C -0.855 0.349 1.045 -0.18
C 0.200 -1.347 0.431 -0.63
N -1.656 -0.043 -0.159 -0.29
N 1.293 -0.654 -0.284 -0.09
H -1.705 1.822 -1.019 0.38
H -0.306 0.947 -1.806 0.27
H -1.237 -1.864 -1.139 0.37
H -1.839 -2.087 0.335 0.32
H 2.134 1.324 -0.559 0.36
H 1.943 0.892 1.065 0.47
H 0.069 2.388 0.893 0.35
H -1.109 0.262 2.120 0.39
H 0.561 -1.984 1.105 0.59
H 0.886 -0.626 -1.240 0.41
H 2.278 -1.138 -0.127 0.39
```

## Properties
Total charge: +1
ΔE to the lowest compared entry with this formula, charge and spin, kcal/mol: 132.7
E, a.u.: -344.3037
F_max, eV Å⁻¹: 5.56


The following is a DFT calculation (ωB97M-V with the def2-TZVPD basis set) of the ion C6H11N2 with charge +1.

Structure (XYZ):
```
19
Properties=species:S:1:pos:R:3:mulliken_charge:R:1
C 3.006 0.029 0.455 -0.19
N 1.982 -0.452 -0.190 -0.19
C 0.736 -0.641 -0.275 0.05
N 0.087 -1.834 0.025 -0.15
C -1.346 -1.679 -0.045 -0.57
C -1.540 -0.104 -0.142 -1.14
C -0.251 0.424 -0.692 0.63
C 0.159 1.716 -0.015 -1.35
H 2.960 0.596 1.368 0.30
H 4.018 0.062 -0.106 0.29
H 0.383 -2.450 0.712 0.28
H -1.933 -1.897 0.877 0.34
H -1.686 -2.145 -0.973 0.32
H -2.299 0.261 -0.773 0.43
H -1.609 0.309 0.787 0.48
H -0.294 0.562 -1.785 0.42
H -0.715 2.012 0.425 0.40
H 0.560 2.475 -0.655 0.33
H 0.942 1.514 0.703 0.31
```

## Properties
Structure (SMILES): C=NC1=[NH+]CC[C@H]1C
Total charge: +1
ΔE to the lowest compared entry with this formula, charge and spin, kcal/mol: 55.6
E, a.u.: -344.4266
F_max, eV Å⁻¹: 4.95


The following is a DFT calculation (ωB97M-V with the def2-TZVPD basis set) of the ion C6H11N2 with charge +1.

Structure (XYZ):
```
19
Properties=species:S:1:pos:R:3:mulliken_charge:R:1
C 1.067 -1.666 -0.388 -1.55
C -0.038 -0.851 0.131 1.05
C 0.196 -0.021 1.323 -0.76
C 0.010 0.742 0.065 0.45
C 1.141 1.670 -0.477 -1.66
N -1.364 1.060 -0.122 -0.04
C -2.088 -0.025 -0.127 -0.16
N -1.371 -1.122 -0.070 -0.07
H 1.901 -0.911 -0.600 0.30
H 0.849 -2.156 -1.248 0.51
H 1.443 -2.362 0.309 0.35
H -0.603 -0.106 2.090 0.26
H 1.283 0.210 1.472 0.29
H 1.360 1.449 -1.454 0.42
H 2.075 1.599 0.142 0.35
H 0.849 2.650 -0.465 0.52
H -1.784 1.899 0.017 0.18
H -3.210 -0.089 -0.277 0.38
H -1.717 -1.969 -0.322 0.18
```

## Properties
Structure (SMILES): C[C@@]12C[C@]1(C)[NH+]=CN2
Total charge: +1
ΔE to the lowest compared entry with this formula, charge and spin, kcal/mol: 49.2
E, a.u.: -344.4368
F_max, eV Å⁻¹: 3.75


The following is a DFT calculation (ωB97M-V with the def2-TZVPD basis set) of the ion C6H11N2 with charge +1.

Structure (XYZ):
```
19
Properties=species:S:1:pos:R:3:mulliken_charge:R:1
C 1.520 -1.384 -0.602 -1.10
C 0.530 -0.499 -0.319 0.65
C -0.734 -0.413 -0.990 0.30
N -1.176 -1.320 -1.814 -0.36
N -1.287 0.756 -0.840 -0.14
C -0.773 1.495 0.335 -0.84
C 0.603 0.841 0.566 0.32
C 0.687 0.324 2.038 -1.45
H 2.575 -1.091 -0.322 0.27
H 1.542 -2.265 -1.247 0.29
H -0.478 -2.046 -2.084 0.20
H -2.074 -1.285 -2.357 0.25
H -2.206 0.987 -1.376 0.31
H -1.423 1.133 1.175 0.29
H -0.787 2.538 0.336 0.39
H 1.550 1.425 0.449 0.38
H -0.298 -0.195 2.195 0.37
H 0.637 1.136 2.720 0.39
H 1.590 -0.137 2.137 0.46
```

## Properties
Structure (SMILES): C=C1C(=[NH2+])NC[C@H]1C
Total charge: +1
ΔE to the lowest compared entry with this formula, charge and spin, kcal/mol: 34.2
E, a.u.: -344.4607
F_max, eV Å⁻¹: 4.27